[1]
Below is a 12-piece molecular cluster, C30H74F3N6O16 overall at a distorted geometry, with properties calculated with the ωB97M-V functional and the def2-TZVPD basis.

Last column: Mulliken charge in e.
Atoms and positions in Å:
1 C 0.0081 -0.0576 -5.2992  0.027
2 C 0.3116 -1.6042 -0.7992  0.871
3 H 0.7572 0.1151 -3.2902  -0.420
4 H -7.4836 2.8555 -1.1965  0.233
5 H 5.8510 -2.6050 5.3630  0.261
6 H -3.6867 -0.6982 1.4570  0.179
7 C -6.2664 3.8301 1.6870  -0.207
8 C -5.8110 2.5574 -2.4436  0.654
9 H 7.2850 -1.5887 5.6829  0.374
10 C 0.1378 -2.7099 0.2212  -1.025
11 H 3.5312 1.8348 -0.1427  0.618
12 N -4.7899 1.6938 -2.5015  0.103
13 H 0.0278 0.6631 -1.6072  -1.656
14 N -2.2862 4.9701 -3.9209  -0.347
15 H -0.4946 3.6577 4.5599  0.323
16 H -7.0252 1.2757 -1.0947  0.342
17 C -3.1461 -2.9867 -1.4762  -0.501
18 C 6.5538 -1.8908 4.9321  -0.391
19 O -1.8005 -0.1897 -2.0958  -0.123
20 H 0.0112 3.6466 -5.0019  0.562
21 H 3.7772 -3.1708 -2.6064  0.320
22 H 4.0483 -1.2477 -1.1206  0.268
23 H 1.8363 5.4325 1.6105  0.251
24 H -6.0156 2.8225 2.0375  0.161
25 H 0.3323 -7.1308 1.8749  0.284
26 H -4.7967 0.8478 -1.9553  0.019
27 C -0.9723 0.3964 -1.2074  1.580
28 O 0.1888 0.5348 -6.3707  -0.716
29 H -0.7736 -3.2703 0.0368  0.175
30 N -3.6505 -0.1390 2.2952  -0.288
31 H 4.1891 0.0937 3.2590  0.354
32 H -4.2841 0.6451 2.2650  0.227
33 H -1.7514 -0.5728 -5.8314  0.266
34 O -3.1228 -2.1558 -0.2853  -0.634
35 F -1.2593 2.7604 -1.2107  -0.157
36 C -4.3867 -2.5852 -2.2796  -0.611
37 C 1.3995 -7.1543 1.6224  -0.360
38 C -1.5618 -1.1880 2.8295  0.070
39 C 7.2181 -2.5027 3.7330  -1.114
40 H 1.4269 -1.1898 -4.3421  0.330
41 H -3.4449 -0.9204 -2.4446  0.521
42 H -1.6579 -1.6763 1.8574  -0.240
43 O -2.2970 0.8253 3.8134  -0.683
44 C 3.5419 -1.8144 4.0018  -0.431
45 C -7.1043 2.0610 -1.8490  -0.982
46 C -1.0205 4.6901 -3.5076  0.517
47 C 2.5185 3.2704 -1.4387  0.290
48 O 4.7573 -0.0200 -2.5984  -0.553
49 H 4.5191 0.1617 -3.5159  0.411
50 F -0.4708 1.9053 0.5849  -0.355
51 C 0.4062 4.5047 2.7002  0.895
52 H 1.8740 0.5507 -4.6171  0.286
53 H 5.1457 -0.2780 5.4970  0.313
54 C 2.6171 -2.2091 2.8082  -0.932
55 H -2.6286 -1.3724 -0.6092  -0.005
56 H 1.9383 -3.0301 3.0222  0.402
57 H -2.5980 5.8944 -3.6781  0.236
58 O -0.4342 5.5532 -2.8657  -0.701
59 H 1.0453 -3.3261 0.1351  0.314
60 H 7.8179 -3.2981 4.1914  0.367
61 H 1.3577 -1.2846 -0.8318  -0.268
62 H 3.6236 -2.7775 -4.8387  0.294
63 H 5.0611 -1.2277 2.6274  0.305
64 N -1.0902 -0.7912 -5.0960  -0.390
65 C 4.2779 -2.3141 -3.0739  -0.685
66 H 6.3599 0.2240 4.4230  0.394
67 O 3.1773 3.2496 -2.4796  -0.717
68 H 1.8581 -7.1833 3.7514  0.312
69 C 3.9438 -1.1060 -2.1977  0.666
70 H -2.2435 -2.8700 -2.0790  0.109
71 H 6.5387 -2.9674 3.0209  0.299
72 H 1.8692 2.1768 0.3093  -0.309
73 F -2.5779 1.6866 0.0970  -0.231
74 H 1.6211 -9.5237 2.2377  0.317
75 H 3.8000 -2.7531 4.4855  0.314
76 H 1.4551 -5.4349 0.7893  0.214
77 C 4.6563 -0.8439 3.5753  -0.516
78 H -0.6315 -0.6343 2.7171  -0.021
79 H 5.3248 -2.6128 -2.9911  0.332
80 H -7.8795 1.9017 -2.5940  0.305
81 H -5.3104 -2.7101 -1.6981  0.298
82 H 2.3970 4.1443 2.6415  0.159
83 H 3.0311 -1.0913 4.6456  0.265
84 O 1.7984 -5.7684 1.6265  -0.386
85 N 1.6679 4.7699 2.3499  -0.387
86 H -3.1899 -3.9787 -1.0249  0.423
87 H 3.0634 -7.9041 2.7686  0.259
88 H 2.2339 1.2356 -1.1594  -0.760
89 H -7.1664 3.8935 1.0726  0.188
90 H -5.6440 5.2603 2.8777  0.347
91 H -4.5965 3.4218 0.3572  -0.320
92 O -6.4417 4.7453 2.7386  -0.563
93 O -0.4938 -0.5609 -0.2354  0.847
94 H -1.6290 -2.0471 3.4975  0.417
95 H 0.4286 3.2514 -3.3254  -0.192
96 H 1.1656 3.2814 4.2847  0.369
97 H 2.0988 -1.2855 2.5395  0.126
98 O -0.5587 4.9955 2.1233  -0.635
99 C 1.1101 -0.1485 -4.2885  0.378
100 O -5.5912 5.1824 -0.2431  -0.620
101 O 1.3067 -9.0819 3.0363  -0.509
102 C 1.9766 -7.8065 2.8689  -0.492
103 H -5.3410 4.8046 -1.0996  0.408
104 H -4.2892 4.6716 1.3725  0.373
105 H -4.6724 -3.2847 -3.0784  0.347
106 H -1.0600 2.5600 -3.9326  -0.012
107 H -0.0734 2.4710 3.3549  0.114
108 H 2.8767 -0.8766 -2.3047  -0.516
109 H 1.4604 -7.6895 0.6739  0.390
110 C 2.5476 2.0772 -0.5401  0.694
111 H -1.4039 -1.0234 -4.1605  0.242
112 C -2.5900 -0.1310 3.0863  0.440
113 H 1.8541 5.1101 -1.8331  0.275
114 H 7.9379 -1.8672 3.2152  0.274
115 H -3.9245 2.1415 -2.7673  -0.016
116 C -1.3357 1.6762 -0.4293  -0.043
117 C 0.2137 3.4400 3.7641  -1.055
118 O -5.7043 3.7096 -2.8736  -0.731
119 N 1.7863 4.3747 -1.1505  -0.118
120 H 0.2345 -2.3701 1.2487  -0.399
121 H 3.1907 -2.4663 1.9140  0.286
122 O 4.0043 -1.9811 -4.4559  -0.507
123 O -4.3368 -1.2399 -2.6725  -0.636
124 C -0.3964 3.4178 -4.0197  -0.305
125 H 0.9945 4.2662 -0.5344  0.097
126 H 0.0150 -2.0250 -1.7599  -0.051
127 H -2.7789 4.3870 -4.5719  0.183
128 C -5.1186 4.2952 0.7594  0.281
129 C 5.6998 -0.6277 4.6143  -0.924

Max |F| (eV Å⁻¹): 2.94
Lowest unoccupied orbital energy (eV): 1.701
Orbital gap (eV): 8.48
Relative energy (zero: lowest compared OMol25 entry of this formula, charge and spin) (kcal/mol): 0.0
Charge: -1

[2]
Below is one molecule with the formula C5H8O at a distorted geometry, with properties calculated with the ωB97M-V functional and the def2-TZVPD basis.

Last column: natural (NBO) charge in e.
Atoms and positions in Å:
1 H -0.4415 -1.1685 -1.5415  0.204
2 C -0.4443 -0.6506 -0.5797  0.078
3 H -0.4561 1.4391 -1.5063  0.218
4 H 1.4319 1.3041 0.8142  0.213
5 C -0.2963 0.8808 -0.5838  -0.422
6 C 0.8567 -0.7927 0.2277  -0.438
7 H 1.5784 -1.5181 -0.1603  0.219
8 H 1.8895 0.8364 -0.8389  0.209
9 H -1.0058 1.2877 0.1401  0.216
10 C -2.0839 -0.3828 1.1358  0.122
11 H 0.6860 -1.0084 1.2875  0.222
12 H -1.1456 0.0594 1.6126  0.032
13 C 1.1454 0.7028 -0.0507  -0.403
14 O -1.7144 -0.9893 0.0432  -0.469

Max |F| (eV Å⁻¹): 1.10
Lowest unoccupied orbital energy (eV): 0.791
Orbital gap (eV): 9.27
Relative energy (zero: lowest compared OMol25 entry of this formula, charge and spin) (kcal/mol): 100.4

[3]
Below is one molecule with the formula C20H18ClN7O at a distorted geometry, with properties calculated with the ωB97M-V functional and the def2-TZVPD basis.

Last column: natural (NBO) charge in e.
Atoms and positions in Å:
1 C -1.0709 -1.1330 1.0928  0.417
2 C -0.5553 -5.8930 0.1185  0.638
3 H 4.8697 2.5632 0.8771  0.208
4 H 0.3809 1.8832 2.1639  0.196
5 C 4.0884 1.8866 1.1954  -0.424
6 H -1.4937 3.2440 1.3435  0.220
7 N -0.8457 -1.3906 2.3619  -0.301
8 C -1.1614 3.4670 -3.9776  0.270
9 H -1.6528 0.6271 1.7032  0.393
10 H 2.9891 0.4649 -0.0875  0.184
11 C -1.1694 -4.2844 -1.6122  -0.098
12 C -1.7372 4.4542 -1.8647  0.038
13 C -0.1492 1.0042 0.2951  -0.061
14 N 2.0061 2.2135 0.8981  -0.434
15 H 3.0535 3.6367 2.1274  0.192
16 H 4.6042 1.0241 1.6880  0.211
17 C -0.8389 -4.5256 -0.2724  -0.163
18 C -1.1630 3.4042 -2.5527  -0.225
19 O -0.1193 -6.7159 -0.6693  -0.606
20 C -0.7447 2.1993 -0.4216  -0.020
21 H -1.0577 -5.7109 2.0716  0.408
22 H 1.2732 0.4009 1.8155  0.192
23 H -1.6035 -0.8600 -1.5065  0.233
24 H -1.2423 -5.1125 -2.2963  0.246
25 N -0.4796 -3.6019 1.8905  -0.282
26 C -1.8328 4.3782 -0.4617  -0.220
27 Cl -2.3293 5.9239 -2.6523  0.027
28 H 3.2658 2.0944 -0.8541  0.199
29 H 2.7406 2.1263 2.9436  0.179
30 N -1.2376 3.5154 -5.1287  -0.279
31 N -1.2738 0.2112 0.8555  -0.624
32 C -1.3940 -2.9936 -2.1124  -0.210
33 N -0.9187 -6.4085 1.3423  -0.811
34 H -0.1913 1.4831 -2.3852  0.218
35 N -0.5506 -2.6016 2.7534  0.025
36 C -0.6534 2.2859 -1.8211  -0.096
37 C -1.0635 -2.1244 0.1324  -0.181
38 C 2.9452 2.5654 1.9381  -0.215
39 C 0.8915 1.3175 1.3933  -0.226
40 C 3.0558 1.5552 0.0810  -0.228
41 H -2.3087 5.2256 0.0035  0.235
42 H -0.5108 -7.3213 1.5497  0.409
43 C -0.8018 -3.4356 0.5945  0.233
44 C -1.3440 -1.8998 -1.2289  -0.136
45 H 0.3745 0.3730 -0.4439  0.209
46 C -1.3896 3.2607 0.2573  -0.170
47 H -1.6538 -2.7763 -3.1381  0.232

Max |F| (eV Å⁻¹): 3.76
Lowest unoccupied orbital energy (eV): -1.200
Orbital gap (eV): 7.88
Relative energy (zero: lowest compared OMol25 entry of this formula, charge and spin) (kcal/mol): 80.1
SMILES: N#Cc1cc([C@@H](CN2CCC2)Nc2nnnc3c(C(N)=O)cccc23)ccc1Cl

[4]
Below is F12InP2 as an isolated structure at a distorted geometry, with properties calculated with the ωB97M-V functional and the def2-TZVPD basis.

Last column: natural (NBO) charge in e.
Atoms and positions in Å:
1 F -0.2572 0.1219 -1.9427  -0.486
2 F 0.8660 2.0046 -1.9068  -0.414
3 F -0.2509 -0.5183 2.1379  -0.478
4 F -2.2965 1.3653 -1.8018  -0.567
5 P -0.7118 1.7086 -1.9072  2.562
6 F 1.1779 -1.8501 3.4481  -0.517
7 F 1.9965 -0.2571 1.9587  -0.404
8 F -0.7784 1.8627 -3.4832  -0.512
9 P 1.0199 -1.5720 1.8642  2.571
10 F -0.0948 -2.7712 1.6877  -0.582
11 F 0.6724 -1.1978 0.3207  -0.536
12 F -0.6785 1.4737 -0.2583  -0.458
13 F 2.2814 -2.4364 1.5423  -0.511
14 F -0.9636 3.2665 -1.6000  -0.451
15 In -1.9825 -1.2003 -0.0594  1.781

Max |F| (eV Å⁻¹): 3.78
Lowest unoccupied orbital energy (eV): -13.874
Orbital gap (eV): 3.50
Relative energy (zero: lowest compared OMol25 entry of this formula, charge and spin) (kcal/mol): 24.8
Charge: +1

[5]
Below is one molecule with the formula C18H29N2O5PS2 at a distorted geometry, with properties calculated with the ωB97M-V functional and the def2-TZVPD basis.

Last column: natural (NBO) charge in e.
Atoms and positions in Å:
1 C -0.7050 -0.0351 4.1247  -0.087
2 H -0.1344 1.4057 -3.1389  0.243
3 C 2.0899 1.6620 2.9665  -0.651
4 H -0.9280 0.4991 3.0811  0.157
5 H 1.1743 5.0416 -2.5739  0.219
6 O 1.0358 -0.0924 -1.1164  -0.519
7 H -1.7219 -0.9153 -2.3287  0.210
8 H 0.1010 -4.6550 3.4710  0.237
9 C -0.8772 1.3091 -2.2385  -0.237
10 H 2.4083 2.7885 3.0290  0.217
11 C -2.0855 0.1880 -2.5225  -0.647
12 C -1.5870 5.3663 -1.3004  -0.635
13 S 3.4861 -1.5719 -3.4424  -0.586
14 S 0.9840 -6.9614 -0.6014  0.827
15 O 0.7588 -0.1188 4.2471  -0.559
16 H -0.9834 0.2556 -0.2203  0.200
17 C 0.3973 -1.8889 0.9099  -0.296
18 H -0.1997 -1.6632 -4.0334  0.497
19 H 0.1744 -1.0141 1.6608  0.256
20 C 1.1872 -2.7398 -1.6439  -0.497
21 H -1.2403 0.5704 4.9730  0.191
22 H 0.0166 3.8478 -0.7198  0.196
23 C 0.5523 -4.6835 0.4676  0.098
24 H -1.9809 -1.6450 3.0962  0.185
25 C -1.6524 2.7004 -1.8304  -0.426
26 H -0.2107 4.7893 -3.8549  0.215
27 H -0.9890 6.3695 -1.4991  0.222
28 C 0.8572 -1.4635 -0.6146  0.405
29 H 0.9273 3.3084 -3.2730  0.225
30 C 1.0300 -4.2733 -1.0690  0.148
31 O 0.6893 -1.6772 -4.4952  -0.923
32 H 3.1091 -4.3029 -4.0951  0.524
33 C -1.2530 -1.6108 4.0114  -0.095
34 H -2.9043 0.4037 -1.6818  0.211
35 H 0.2899 1.7145 -0.2597  0.200
36 H 2.1343 1.2562 5.2429  0.199
37 H -2.5836 5.4277 -1.9284  0.212
38 C -0.6812 4.0118 -1.6745  -0.214
39 N 0.4707 -6.1482 0.8612  -0.568
40 H -1.9206 -1.8455 4.9719  0.190
41 O 2.1227 -4.0922 -4.2324  -0.955
42 C -0.1301 0.7627 -0.8450  -0.088
43 C 0.3435 4.2665 -2.9367  -0.644
44 P 1.7813 -2.5456 -3.4531  1.709
45 C 0.2167 -3.4216 1.4649  0.037
46 H 3.0645 1.0230 2.8565  0.230
47 N 1.2804 -5.6261 -1.7096  -0.573
48 H -2.6257 0.3478 -3.5479  0.230
49 O -0.0648 -2.4748 3.8960  -0.532
50 H -1.8848 5.3537 -0.1449  0.215
51 H -2.1354 2.5161 -0.7545  0.206
52 H 1.3430 1.5359 2.0605  0.206
53 C -0.2998 -3.6335 3.0203  -0.105
54 H -1.4833 -3.7698 2.9535  0.199
55 H 0.4565 1.9716 4.6015  0.171
56 C 1.3486 1.2376 4.3657  -0.072
57 H -2.5691 2.9389 -2.5526  0.224

Max |F| (eV Å⁻¹): 6.60
Lowest unoccupied orbital energy (eV): -1.913
Orbital gap (eV): 6.27
SMILES: CCOCCOCc1cc(OC[C@@H](C)CC(C)C)c(P(O)(O)=S)c2nsnc12